(1)
Formula: C34H54N4P2Si2W
Source: the OMol25 dataset
Level of theory: ωB97M-V with the def2-TZVPD basis set

Cartesian coordinates (Å):
W  -0.08  -0.77  1.08
C  4.28  1.65  -2.06
C  3.20  2.21  -2.61
C  2.88  2.04  -4.06
C  2.90  0.57  -4.61
C  2.50  -0.47  -3.60
C  3.22  -0.96  -2.58
C  4.71  -0.79  -2.52
C  5.18  0.67  -2.77
C  -0.94  -2.70  1.43
H  4.65  1.95  -1.09
H  2.65  3.01  -2.11
H  3.58  2.64  -4.66
H  1.89  2.47  -4.26
H  2.15  0.54  -5.41
H  3.85  0.35  -5.09
H  1.54  -0.93  -3.87
H  2.77  -1.59  -1.80
H  5.19  -1.45  -3.27
H  5.09  -1.12  -1.56
H  6.20  0.76  -2.36
H  5.24  0.88  -3.85
H  -1.12  -2.86  2.50
H  -0.27  -3.47  1.05
H  -1.90  -2.75  0.90
P  -0.55  -1.33  -1.14
P  0.32  1.43  0.26
N  0.41  -2.78  -1.75
N  -2.11  -1.88  -1.78
N  1.97  2.02  0.65
N  -0.58  2.97  0.85
C  -0.20  0.12  -2.19
C  -0.07  1.52  -1.55
C  1.26  -3.61  -1.00
C  1.77  -4.60  -1.83
C  1.29  -4.33  -3.15
C  0.44  -3.23  -3.08
C  -2.68  -3.12  -1.48
C  -3.92  -3.19  -2.11
C  -4.12  -1.95  -2.79
C  -3.00  -1.15  -2.57
C  2.84  1.37  1.53
C  4.02  2.10  1.60
C  3.84  3.27  0.79
C  2.58  3.18  0.20
C  -0.12  4.23  1.21
C  -1.20  5.09  1.39
C  -2.38  4.32  1.17
C  -1.97  3.03  0.82
H  -0.87  0.15  -3.06
H  0.81  -0.13  -2.54
H  0.76  2.07  -2.06
H  -0.99  2.12  -1.69
H  1.41  -3.45  0.06
H  2.42  -5.41  -1.54
H  1.55  -4.85  -4.06
H  -0.17  -2.76  -3.83
H  -2.16  -3.83  -0.87
H  -4.59  -4.04  -2.08
H  -4.99  -1.65  -3.36
H  -2.76  -0.16  -2.90
H  2.55  0.47  2.06
H  4.92  1.84  2.14
H  4.56  4.06  0.60
H  2.06  3.86  -0.46
H  0.94  4.43  1.35
H  -1.14  6.14  1.63
H  -3.41  4.66  1.24
H  -2.56  2.16  0.61
C  -4.20  1.17  3.43
Si  -3.62  -0.22  2.31
C  -4.30  -1.83  3.03
C  -4.48  0.07  0.68
C  -1.68  -0.02  2.11
Si  -0.75  -0.45  3.71
C  -1.63  -1.69  4.84
C  0.97  -1.14  3.34
C  -0.64  1.10  4.76
H  -5.27  1.29  3.17
H  -3.67  2.13  3.25
H  -4.12  0.90  4.49
H  -5.34  -1.88  2.67
H  -3.76  -2.74  2.67
H  -4.31  -1.81  4.13
H  -4.24  1.04  0.24
H  -4.27  -0.71  -0.05
H  -5.56  0.06  0.91
H  -1.53  1.08  1.97
H  -2.02  -2.59  4.34
H  -0.91  -2.00  5.60
H  -2.46  -1.17  5.34
H  1.65  -0.40  3.80
H  1.00  -2.08  3.91
H  1.42  -1.39  2.29
H  -0.33  1.99  4.18
H  -1.61  1.30  5.23
H  0.11  0.92  5.55

Computed properties:
Multiplicity: 3
M in g mol⁻¹: 820.8
Frontier orbital gap (alpha / beta) in eV: 4.62 / 4.95
E_tot in eV: -78232.947
Total charge: +2
Relative energy (zero: lowest compared OMol25 entry of this formula, charge and spin) in kJ/mol: 73.54

Löwdin atomic charge list, values in e, 6 entries: W 1.065; C -0.086; C -0.139; C -0.168; C -0.166; C -0.145



(2)
Formula: C34H54N5O24S2
Source: the OMol25 dataset
Level of theory: ωB97M-V with the def2-TZVPD basis set

Cartesian coordinates (Å):
N  0.77  -0.35  4.04
C  0.72  0.56  2.81
O  1.00  0.05  1.58
C  0.36  2.17  2.86
C  -1.26  2.37  2.49
N  -2.00  2.06  3.81
C  -2.78  0.78  4.10
N  -2.92  -0.28  3.22
C  -3.77  -1.53  3.56
S  -5.52  -1.09  2.94
O  -6.58  -2.15  3.32
O  -5.36  -0.88  1.39
N  -3.42  0.78  5.49
C  -2.96  2.13  6.00
N  -2.14  2.85  4.94
S  -1.39  4.46  4.99
H  0.26  -1.23  3.81
H  0.30  0.11  4.85
H  1.02  2.74  2.09
H  0.57  2.57  3.95
H  -1.56  1.60  1.65
H  -1.48  3.49  2.13
H  -2.50  -0.29  2.25
H  -3.83  -1.73  4.71
H  -3.36  -2.50  3.01
H  -5.82  0.21  3.45
H  -3.22  2.52  7.08
H  -1.90  5.17  6.12
C  3.17  -0.43  -0.82
C  3.97  0.55  -1.66
C  5.45  0.46  -1.44
O  5.89  1.76  -1.80
C  4.83  2.60  -1.55
O  4.90  3.81  -1.57
O  3.70  1.89  -1.28
H  2.10  -0.19  -0.87
H  3.32  -1.46  -1.16
H  3.45  -0.36  0.24
H  3.70  0.44  -2.72
H  5.92  -0.30  -2.08
H  5.73  0.27  -0.40
C  5.34  7.44  -3.09
C  3.95  7.02  -3.53
C  3.95  6.01  -4.64
O  2.69  6.24  -5.24
C  2.38  7.55  -5.01
O  1.46  8.15  -5.54
O  3.25  8.10  -4.11
H  5.29  8.30  -2.42
H  5.86  6.62  -2.58
H  5.95  7.75  -3.95
H  3.38  6.67  -2.66
H  4.02  4.98  -4.27
H  4.73  6.18  -5.39
C  0.70  -2.69  -6.57
C  1.67  -2.59  -5.40
C  1.17  -1.74  -4.27
O  2.38  -1.31  -3.67
C  3.32  -1.30  -4.65
O  4.43  -0.82  -4.54
O  2.86  -1.91  -5.78
H  1.19  -3.16  -7.43
H  -0.18  -3.27  -6.29
H  0.38  -1.69  -6.90
H  1.95  -3.59  -5.06
H  0.55  -2.30  -3.57
H  0.62  -0.85  -4.60
C  -6.49  -3.98  9.23
C  -5.35  -3.25  8.55
C  -5.74  -1.95  7.92
O  -4.77  -1.80  6.90
C  -4.38  -3.06  6.56
O  -3.69  -3.33  5.59
O  -4.87  -3.99  7.44
H  -6.19  -4.99  9.51
H  -6.81  -3.44  10.13
H  -7.35  -4.08  8.56
H  -4.51  -3.12  9.25
H  -5.70  -1.11  8.62
H  -6.73  -1.98  7.45
C  3.90  -5.83  1.05
C  4.70  -4.86  0.21
C  6.18  -4.95  0.42
O  6.62  -3.65  0.07
C  5.57  -2.81  0.31
O  5.64  -1.59  0.30
O  4.43  -3.52  0.59
H  2.83  -5.60  0.99
H  4.06  -6.86  0.71
H  4.18  -5.77  2.11
H  4.44  -4.97  -0.85
H  6.65  -5.70  -0.21
H  6.46  -5.13  1.47
C  -2.47  -7.37  -8.68
C  -1.50  -7.27  -7.52
C  -2.00  -6.42  -6.39
O  -0.79  -5.99  -5.78
C  0.16  -5.99  -6.77
O  1.27  -5.50  -6.65
O  -0.31  -6.60  -7.90
H  -1.98  -7.84  -9.54
H  -3.35  -7.95  -8.41
H  -2.79  -6.38  -9.01
H  -1.22  -8.27  -7.18
H  -2.61  -6.98  -5.68
H  -2.55  -5.53  -6.72
C  -4.18  8.37  0.78
C  -3.50  7.44  1.77
C  -2.23  6.85  1.27
O  -2.13  5.65  2.02
C  -3.42  5.29  2.33
O  -3.74  4.22  2.81
O  -4.29  6.29  2.02
H  -5.19  8.63  1.13
H  -3.61  9.29  0.65
H  -4.30  7.89  -0.19
H  -3.36  7.96  2.73
H  -1.36  7.49  1.45
H  -2.26  6.58  0.20

Computed properties:
M in g mol⁻¹: 981.0
Frontier orbital gap in eV: 7.84
E_tot in eV: -114381.376
Total charge: +1
Relative energy (zero: lowest compared OMol25 entry of this formula, charge and spin) in kJ/mol: 834.06

Löwdin atomic charge list, values in e, 6 entries: N 0.098; C -0.295; O -0.063; C -0.077; C -0.077; N -0.075



(3)
Formula: C34H55Br2F2N6Ni2O20S2
Source: the OMol25 dataset
Level of theory: ωB97M-V with the def2-TZVPD basis set

Cartesian coordinates (Å):
C  21.70  4.56  18.05
C  21.70  3.88  19.51
C  22.70  2.70  19.58
C  24.20  3.16  19.71
C  24.32  3.87  21.01
C  23.58  5.26  20.97
N  22.07  4.94  20.56
O  21.10  5.86  20.83
C  24.20  6.29  20.02
C  23.60  5.94  22.30
C  20.26  3.33  19.88
H  22.68  4.43  17.58
H  21.32  5.58  18.10
H  21.07  3.98  17.38
H  22.51  2.12  18.67
H  22.46  2.05  20.42
H  24.59  3.65  18.82
H  24.76  2.24  19.91
H  25.34  4.07  21.34
H  24.06  3.19  21.82
H  24.29  5.79  19.06
H  25.22  6.50  20.32
H  23.51  7.13  19.91
H  23.06  5.38  23.06
H  23.03  6.86  22.17
H  24.62  6.14  22.63
H  19.47  4.09  19.84
H  20.13  2.75  20.80
H  19.93  2.74  19.03
Ni  18.34  10.59  16.31
Ni  16.81  5.83  22.36
C  18.92  12.65  25.02
C  19.15  11.34  25.71
N  18.88  10.08  24.81
C  19.96  10.11  23.73
C  18.95  8.76  25.56
C  20.23  8.48  26.42
C  17.50  10.21  24.01
C  16.24  10.04  24.83
O  16.18  10.86  25.93
C  14.99  10.74  26.83
H  19.39  13.41  25.64
H  17.90  12.96  24.76
H  19.26  12.74  23.99
H  18.57  11.35  26.63
H  20.15  11.27  26.13
H  20.96  10.03  24.14
H  19.97  10.95  23.03
H  19.97  9.20  23.14
H  18.96  7.98  24.79
H  17.96  8.63  26.00
H  21.21  8.63  25.96
H  20.33  7.45  26.76
H  20.17  9.14  27.28
H  17.57  9.43  23.24
H  17.56  11.17  23.50
H  16.06  9.02  25.16
H  15.38  10.21  24.17
H  15.17  11.30  27.75
H  14.84  9.68  27.06
H  14.16  11.17  26.28
C  17.63  6.86  18.28
C  17.86  8.11  17.83
C  17.88  9.33  18.79
O  17.77  10.55  18.40
C  17.87  9.20  20.16
C  17.74  7.89  20.73
C  17.45  6.67  19.74
O  17.40  5.60  20.31
O  17.71  7.63  21.96
O  17.90  8.30  16.53
H  17.55  6.06  17.56
H  17.79  10.06  20.81
C  12.86  5.30  20.70
C  12.05  4.21  20.68
C  12.46  2.89  21.24
O  11.77  1.81  21.29
C  13.74  2.73  21.79
C  14.59  3.94  22.04
C  14.17  5.33  21.34
O  14.92  6.27  21.43
O  15.76  4.00  22.44
O  11.04  4.35  19.84
H  12.53  6.21  20.22
H  13.89  1.85  22.40
N  20.95  3.87  23.03
S  20.64  2.58  23.75
O  19.38  1.96  23.68
O  21.40  2.27  24.94
F  21.43  1.75  22.63
S  19.72  4.80  23.73
O  19.49  4.80  25.14
O  18.62  4.97  22.81
F  20.55  6.24  23.52
C  14.47  6.31  17.72
N  14.34  7.74  17.35
O  14.52  8.54  18.30
O  14.24  8.06  16.19
H  15.11  5.72  17.06
H  13.46  5.91  17.68
H  14.94  6.28  18.70
C  20.21  11.55  13.19
N  20.08  10.08  13.39
O  20.93  9.42  12.91
O  19.28  9.56  14.22
H  20.42  11.97  14.17
H  19.24  11.92  12.86
H  21.06  11.63  12.51
C  15.56  2.97  18.78
N  16.52  2.35  17.80
O  17.33  1.50  18.19
O  16.50  2.75  16.68
H  14.67  3.37  18.29
H  16.07  3.89  19.04
H  15.53  2.46  19.74
Br  18.78  5.43  12.13
C  17.62  6.41  13.37
C  16.61  5.61  14.24
Br  15.57  4.46  12.98
H  17.12  7.21  12.81
H  18.12  7.11  14.04
H  15.88  6.30  14.68
H  17.15  5.08  15.02

Computed properties:
Multiplicity: 5
M in g mol⁻¹: 1247.2
Frontier orbital gap (alpha / beta) in eV: 4.43 / 4.04
E_tot in eV: -335289.863
Total charge: +1

Löwdin atomic charge list, values in e, 6 entries: C 0.034; C -0.365; C -0.106; C -0.165; C -0.132; C -0.414



(4)
Formula: C34H55BrN3OP2Ti
Source: the OMol25 dataset
Level of theory: ωB97M-V with the def2-TZVPD basis set

Cartesian coordinates (Å):
C  -0.54  1.58  -2.48
C  -2.14  0.83  -0.94
C  -1.55  2.06  -3.31
C  -3.18  1.20  -1.77
C  -2.88  1.86  -2.97
H  -1.25  2.55  -4.24
H  -4.21  1.00  -1.46
H  -3.69  2.21  -3.62
N  -0.85  1.06  -1.27
P  1.88  0.25  -2.02
P  -1.25  0.82  1.78
C  0.92  1.57  -2.90
H  0.99  1.42  -3.99
H  1.38  2.55  -2.67
C  -2.33  0.10  0.36
H  -3.37  0.13  0.70
C  -1.56  -0.31  3.29
C  -1.97  2.53  2.11
C  1.54  -1.33  -3.02
C  3.67  0.77  -2.16
C  -0.45  -1.38  3.37
H  0.53  -0.93  3.57
H  -0.69  -2.06  4.20
H  -0.38  -1.97  2.45
C  -1.50  0.49  4.60
H  -0.53  1.01  4.71
H  -2.31  1.21  4.70
H  -1.58  -0.21  5.44
C  -2.90  -1.02  3.16
H  -3.07  -1.62  4.07
H  -3.75  -0.34  3.05
H  -2.89  -1.72  2.31
C  -1.01  3.26  3.08
H  0.04  3.00  2.89
H  -1.10  4.34  2.92
H  -1.24  3.05  4.13
C  -2.00  3.33  0.80
H  -1.01  3.41  0.35
H  -2.71  2.91  0.08
H  -2.33  4.36  1.05
C  -3.41  2.42  2.67
H  -3.95  1.52  2.34
H  -3.44  2.46  3.77
H  -3.99  3.28  2.30
C  4.57  -0.35  -1.61
H  5.62  -0.02  -1.68
H  4.35  -0.56  -0.55
H  4.48  -1.29  -2.17
C  3.88  2.03  -1.29
H  3.27  2.87  -1.63
H  3.70  1.85  -0.23
H  4.94  2.32  -1.40
C  4.05  1.15  -3.61
H  3.28  1.75  -4.10
H  4.97  1.76  -3.56
H  4.28  0.28  -4.23
C  0.06  -1.35  -3.45
H  -0.18  -0.57  -4.19
H  -0.16  -2.33  -3.90
H  -0.60  -1.23  -2.58
C  1.79  -2.53  -2.09
H  0.99  -2.64  -1.35
H  1.82  -3.45  -2.72
H  2.75  -2.47  -1.55
C  2.40  -1.43  -4.29
H  2.27  -0.55  -4.95
H  3.46  -1.58  -4.07
H  2.06  -2.31  -4.86
Ti  0.61  0.23  0.14
C  1.10  2.13  0.37
O  1.44  3.25  0.49
N  -0.49  -1.50  0.11
C  -1.74  -1.40  0.09
C  -2.75  -2.55  -0.26
C  -4.19  -2.14  -0.01
C  -2.61  -2.86  -1.74
C  -2.40  -3.79  0.57
H  -4.38  -1.91  1.04
H  -4.48  -1.28  -0.63
H  -4.84  -2.98  -0.28
H  -1.60  -3.20  -1.98
H  -3.31  -3.67  -2.02
H  -2.85  -1.99  -2.36
H  -3.29  -4.23  1.03
H  -1.94  -4.56  -0.06
H  -1.68  -3.57  1.38
Br  5.35  -2.76  1.85
C  4.09  -1.40  2.27
C  4.29  -0.56  3.37
C  3.37  0.47  3.58
C  2.33  0.67  2.68
N  2.15  -0.14  1.61
C  2.96  -1.23  1.45
H  5.14  -0.73  4.02
H  3.46  1.14  4.44
H  1.63  1.50  2.79
H  2.68  -1.94  0.67

Computed properties:
Multiplicity: 3
M in g mol⁻¹: 711.6
Frontier orbital gap (alpha / beta) in eV: 5.90 / 7.34
E_tot in eV: -154400.009
Total charge: +1
Relative energy (zero: lowest compared OMol25 entry of this formula, charge and spin) in kJ/mol: 0.00

Löwdin atomic charge list, values in e, 6 entries: C -0.309; C -0.305; C -0.009; C -0.015; C -0.016; H 0.126